Molecular formula: C21H29AuN3OS3
Method: DFT, ωB97M-V/def2-TZVPD

The geometry in XYZ format:
```
58
C21H29AuN3OS3 ωB97M-V/def2-TZVPD
Au -0.24715 -0.80962 0.79047
C -1.93492 -1.64459 3.30728
C -2.16615 -2.71765 2.25082
N -2.09831 -2.16991 0.87667
C -3.28533 -1.48001 0.32907
C -3.56468 -0.09469 0.89563
S -2.11988 1.02288 0.95497
C -1.91570 1.36208 2.74324
C -0.80433 0.56691 3.43526
N -0.73020 -0.84002 2.98905
H -1.82889 -2.11969 4.28373
H -2.79124 -0.97962 3.37227
H -3.13480 -3.19464 2.42401
H -1.39765 -3.48701 2.33400
H -1.88018 -2.94072 0.24603
H -4.18638 -2.07977 0.49621
H -3.13433 -1.39971 -0.74674
H -4.00752 -0.11645 1.88860
H -4.27694 0.39918 0.23005
H -2.89637 1.22361 3.19760
H -1.67528 2.42441 2.80395
H -0.97516 0.62322 4.51412
H 0.16046 1.02815 3.22646
H 0.08511 -1.27637 3.41666
S 4.41825 -0.01868 0.74264
C 2.76007 0.27671 0.99225
N 1.96407 -0.73168 0.74694
C 2.65892 -1.84935 0.30348
C 2.12175 -3.08101 -0.06805
C 2.97922 -4.08336 -0.47316
C 4.36087 -3.87353 -0.51052
C 4.90895 -2.65472 -0.15702
C 4.04391 -1.64148 0.24352
H 2.41214 1.24108 1.33445
H 1.04453 -3.22584 -0.05602
H 2.58021 -5.04443 -0.76734
H 5.01520 -4.67658 -0.82011
H 5.97852 -2.49583 -0.18506
C 1.16614 5.68010 -2.14448
C 0.62865 4.29148 -2.19340
C 1.47766 3.18185 -2.08188
C 0.97944 1.89353 -2.13226
C -0.38720 1.70409 -2.30363
C -1.25621 2.78308 -2.41422
C -0.74421 4.06645 -2.36214
S -1.03075 0.03819 -2.34896
C -0.43927 -0.52356 -3.95092
O -0.12792 -0.76205 -1.37865
H 2.23634 5.70508 -1.95893
H 0.65194 6.27290 -1.38541
H 0.96849 6.20177 -3.08445
H 2.54437 3.34050 -1.98495
H 1.63980 1.03679 -2.05539
H -2.31809 2.62347 -2.56892
H -1.40961 4.91439 -2.46516
H 0.63458 -0.36221 -4.01638
H -0.97188 0.05359 -4.70716
H -0.68305 -1.58068 -4.04817
```

Properties
Multiplicity   3
Expectation value of S²   2.0136
Max |F|   1.1 eV Å⁻¹
Energy   -64934.879 eV
Net charge   +3


Molecular formula: C29H79BN6O13PS
Method: DFT, ωB97M-V/def2-TZVPD

The geometry in XYZ format:
```
130
C29H79BN6O13PS ωB97M-V/def2-TZVPD
C 5.11730 3.43262 -1.27957
O 5.35387 4.17510 -2.53947
C 4.15504 4.99136 -2.89419
C 3.29456 4.23700 -4.07934
C 1.68244 4.30126 -3.77682
C 1.16483 2.95546 -2.94618
C -0.42843 2.78327 -3.28474
N -1.13487 1.67314 -2.54715
C -0.19808 0.69653 -1.88195
C -0.99283 -0.64349 -1.27324
C 0.16865 -1.46187 -0.39092
C 0.80014 -2.74785 -1.19198
S 2.70590 -2.71891 -1.20496
O 3.29739 -3.12212 0.19892
O 3.18766 -1.30005 -1.66329
O 3.36311 -3.83551 -2.34710
C -2.18060 2.22545 -1.55541
N -1.73386 2.83594 -0.26857
O -2.20220 2.27353 0.83733
C -1.28894 2.35387 1.98338
C 0.27145 1.95887 1.67042
N 1.11296 2.46767 2.81986
C 1.48447 1.38144 3.80559
C 3.08778 1.65631 4.19357
C 3.95560 0.98059 2.95896
O 3.30273 3.13571 4.05991
B -1.65221 4.33527 -0.25416
N -0.43283 5.00419 -0.87616
O -2.69616 5.20152 0.37659
N -3.49530 2.10654 -2.00907
C -3.82198 1.48683 -3.38076
P -4.86286 2.71186 -1.05021
N -5.52988 3.94206 -1.92657
H 3.98388 3.39676 -0.96212
H 5.82540 3.88727 -0.46169
H 5.48722 2.32110 -1.46261
H 3.52435 5.28441 -1.95315
H 4.54022 6.01193 -3.36514
H 3.60246 3.09543 -4.15955
H 3.58633 4.74918 -5.11088
H 1.12215 4.35774 -4.81011
H 1.33958 5.22007 -3.13771
H 1.72024 2.03877 -3.46603
H 1.43011 2.99096 -1.80129
H -1.04639 3.79563 -3.18274
H -0.49486 2.50749 -4.44423
H 0.50374 0.25317 -2.74001
H 0.42126 1.11998 -0.98466
H -1.88231 -0.36529 -0.56573
H -1.33440 -1.38430 -2.11202
H -0.30334 -1.84265 0.61676
H 1.07695 -0.76677 -0.09797
H 0.50782 -3.75380 -0.62252
H 0.44886 -2.85954 -2.30359
H 2.68082 -3.97670 -3.07548
H -1.67784 1.54293 2.76933
H -1.34950 3.38627 2.57998
H 0.32815 0.77423 1.53253
H 0.70098 2.48653 0.68961
H 0.71514 3.31736 3.27636
H 0.88415 1.56888 4.81839
H 1.28632 0.28916 3.43024
H 3.37739 1.25079 5.25241
H 5.11252 0.93305 3.18716
H 3.47317 -0.08467 2.77380
H 3.72897 1.60338 1.96613
H 4.26167 3.31632 3.79419
H 0.14295 5.43443 -0.11874
H -0.74002 5.73274 -1.57148
H -2.50277 5.14233 1.36785
H -3.45833 0.37882 -3.47684
H -4.97239 1.63467 -3.61107
H -3.25574 2.16681 -4.18228
H -5.87947 1.68540 -0.85211
H -4.52612 3.28426 0.22666
H -5.48047 4.79370 -1.29007
C -3.51558 -5.70430 -0.75225
C -2.43804 -4.75407 -1.23214
O -1.67364 -4.29051 -0.12876
H -4.17479 -5.20696 -0.03327
H -4.11684 -6.06729 -1.59054
H -3.07330 -6.56339 -0.23734
H -2.88493 -3.88648 -1.72646
H -1.76694 -5.24774 -1.94158
H -1.27414 -5.06771 0.29831
C -1.67770 9.88299 -0.00320
C -1.29850 9.15183 -1.27438
O -0.57676 7.97058 -0.95759
H -0.78333 10.14358 0.57216
H -2.23095 10.79860 -0.23032
H -2.29582 9.24765 0.63951
H -0.66290 9.78190 -1.90351
H -2.18808 8.87634 -1.84896
H -1.15289 7.41411 -0.40583
C -5.92313 -10.20383 -0.68702
C -4.84559 -9.25361 -1.16691
O -4.08119 -8.79005 -0.06353
H -6.58234 -9.70649 0.03196
H -6.52439 -10.56683 -1.52531
H -5.48085 -11.06293 -0.17211
H -5.29248 -8.38601 -1.66123
H -4.17450 -9.74727 -1.87635
H -3.68170 -9.56724 0.36354
C 3.15517 -8.33857 -2.80448
C 2.94762 -6.83948 -2.74164
O 1.63251 -6.51365 -3.16704
H 2.99842 -8.70629 -3.82383
H 4.16597 -8.60600 -2.48390
H 2.43352 -8.85679 -2.16458
H 3.65597 -6.32689 -3.39912
H 3.08985 -6.46593 -1.72300
H 1.01109 -6.96684 -2.57167
C -1.25926 2.24070 7.45386
C -2.32225 1.80540 6.46651
O -1.73443 1.03240 5.43037
H -0.48553 2.83021 6.95119
H -1.69552 2.84161 8.25672
H -0.76086 1.37131 7.89495
H -2.80251 2.67685 6.01184
H -3.09281 1.20446 6.95894
H -1.31799 0.25662 5.84360
C 4.01084 -5.13069 2.80843
C 3.27694 -4.40935 3.91990
O 3.03525 -5.29995 4.99928
H 3.42672 -5.98610 2.45356
H 4.20086 -4.45894 1.96662
H 4.96696 -5.52510 3.16772
H 2.31262 -4.03605 3.56279
H 3.86037 -3.56039 4.28903
H 3.89812 -5.61925 5.31473
```

Properties
Max |F|   6.3 eV Å⁻¹
Energy   -87691.489 eV
Net charge   +1


Molecular formula: C27H28AgNO2S5
Method: DFT, ωB97M-V/def2-TZVPD

The geometry in XYZ format:
```
64
C27H28AgNO2S5 ωB97M-V/def2-TZVPD
Ag 0.60950 -1.59316 0.36870
O 6.68108 0.01819 3.24974
C 5.61036 -0.25325 2.73584
S 4.04963 0.06890 3.47724
C 3.01559 -0.51902 2.17113
C 3.65406 -1.03300 1.09557
S 2.99610 -1.71620 -0.36965
S 5.42031 -1.00937 1.16638
S 1.29955 -0.33157 2.45575
N 1.34806 2.24372 -3.26001
S 1.35893 1.78481 -1.75336
C 2.99485 2.14786 -1.06142
C 4.00500 2.41630 -1.96922
C 5.28563 2.69954 -1.50930
C 5.54472 2.71719 -0.14974
C 4.52864 2.42800 0.75309
C 3.25407 2.11880 0.30436
C 0.43289 2.95576 -0.73031
C 0.07763 4.18791 -1.25204
C -0.68155 5.06237 -0.48711
C -1.09292 4.69252 0.78609
C -0.75174 3.44461 1.29070
C 0.00459 2.56394 0.53099
H 1.75591 3.17613 -3.35123
H 3.78267 2.38317 -3.02788
H 6.07976 2.89537 -2.22021
H 6.54319 2.92611 0.21455
H 4.73308 2.40942 1.81489
H 2.48863 1.83913 1.01793
H 0.37450 4.44103 -2.26210
H -0.96298 6.02728 -0.89238
H -1.69584 5.37049 1.37858
H -1.08366 3.13968 2.27510
H 0.25304 1.58163 0.92563
C -1.71813 -3.43614 2.72072
C -2.56425 -4.18438 1.68828
C -1.71719 -5.20172 0.91738
C -3.32351 -3.23930 0.77711
C -4.70619 -3.18901 0.86448
C -5.47118 -2.34646 0.06605
C -4.80499 -1.53693 -0.84610
C -3.42426 -1.54344 -0.97533
C -2.77895 -0.61866 -1.98921
C -1.98742 0.50371 -1.31494
C -1.91015 -1.35054 -3.01570
C -2.62787 -2.40321 -0.15457
O -1.34515 -2.46862 -0.28772
H -1.21656 -4.13741 3.39472
H -2.34113 -2.76943 3.32127
H -0.95311 -2.83009 2.23698
H -3.32647 -4.74931 2.24164
H -0.94132 -4.68863 0.35216
H -2.33690 -5.76620 0.21540
H -1.24650 -5.90924 1.60774
H -5.20021 -3.83734 1.58523
H -6.55152 -2.32336 0.15027
H -5.37753 -0.86976 -1.48702
H -3.60366 -0.14624 -2.53882
H -1.15937 0.08896 -0.73770
H -2.62092 1.07645 -0.63369
H -1.57348 1.18915 -2.06079
H -1.07368 -1.84060 -2.51999
H -1.51964 -0.64339 -3.75342
H -2.49203 -2.11319 -3.54076
```

Properties
Max |F|   0.1 eV Å⁻¹
Energy   -92216.201 eV
Energy above the lowest of the compared OMol25 structures with the same formula, charge and spin   0.0 kJ/mol
Net charge   -2


Molecular formula: C16H24BF4K2O12
Method: DFT, ωB97M-V/def2-TZVPD

The geometry in XYZ format:
```
59
C16H24BF4K2O12 ωB97M-V/def2-TZVPD
K -0.20775 -3.22102 -0.40510
K -1.99488 -1.90594 -3.12193
B -0.76627 -1.17638 -1.23541
F -0.07486 -1.11635 -0.00744
F -0.92199 0.02357 -1.88990
F 0.00621 -1.97638 -2.04837
F -2.01874 -1.74456 -1.12471
C 0.69209 -0.17057 1.65334
C -0.41817 -0.04565 2.73168
C -0.75016 -1.36244 3.47804
O -0.58447 -1.10403 4.82609
C -0.01162 0.04571 5.05617
O 0.26849 0.59787 6.15722
O 0.23375 0.64882 3.86643
H 1.41163 -0.97709 1.79437
H 1.33276 0.70803 1.72903
H 0.28589 -0.11005 0.64367
H -1.26248 0.53730 2.36369
H -0.09410 -2.17209 3.15845
H -1.74576 -1.73719 3.24046
C -2.83076 1.21075 -1.14425
C -3.58910 0.60302 0.07512
C -2.88366 -0.62848 0.52152
O -2.77856 -0.53871 1.89482
C -3.00163 0.69771 2.28713
O -2.88887 1.06990 3.45649
O -3.36309 1.38541 1.19617
H -1.94061 1.73964 -0.80363
H -3.48994 1.86438 -1.71552
H -2.47849 0.42805 -1.81610
H -4.66917 0.55777 -0.06450
H -1.96495 -0.82932 -0.02959
H -3.49742 -1.45162 0.15565
C 2.22729 -0.68858 0.14606
C 2.83103 -0.89630 -1.23202
C 4.26526 -1.35944 -1.27311
O 4.29859 -2.56061 -1.96584
C 3.09118 -2.83463 -2.42933
O 2.75362 -3.75426 -3.16158
O 2.19998 -1.88890 -1.98395
H 2.25800 -1.59372 0.75260
H 1.30505 -0.10824 0.11808
H 2.94574 0.01953 0.55898
H 2.73742 0.02367 -1.80909
H 4.75526 -1.60180 -0.33010
H 4.98239 -0.67709 -1.72942
C -0.90904 3.10493 -1.47858
C 0.00176 1.91333 -1.16476
C 0.65226 1.30556 -2.37901
O 1.97060 1.09321 -1.98566
C 2.26484 2.03068 -1.04773
O 3.38755 2.48761 -0.86485
O 1.15061 2.40795 -0.52055
H -0.36865 3.91219 -1.97294
H -1.37078 3.48489 -0.56725
H -1.77367 2.83738 -2.08598
H -0.51347 1.23085 -0.48886
H 0.72510 1.86590 -3.31111
H 0.12878 0.39583 -2.67307
```

Properties
Max |F|   9.3 eV Å⁻¹
Energy   -85731.006 eV
Energy above the lowest of the compared OMol25 structures with the same formula, charge and spin   1524.4 kJ/mol
Net charge   +1


Molecular formula: C2H3N4
Method: DFT, ωB97M-V/def2-TZVPD

The geometry in XYZ format:
```
9
C2H3N4 ωB97M-V/def2-TZVPD
C -0.21179 -0.47686 0.68590
C -0.90200 0.60044 -0.14472
N 0.32231 1.35534 -0.13023
N 0.99046 0.31577 0.66263
N 0.76082 -0.65134 -0.36069
N 0.05153 0.47286 -1.22456
H -0.48918 -1.20965 1.42896
H -1.89710 0.99999 -0.25120
H 1.37494 -1.40657 -0.66609
```

Properties
Max |F|   3.1 eV Å⁻¹
Energy   -8066.824 eV
Energy above the lowest of the compared OMol25 structures with the same formula, charge and spin   459.6 kJ/mol
Net charge   +1
SMILES   [C@@H]12[C@H]3N4N1[N@@H+]2N34


Molecular formula: C40H26N4PbS
Method: DFT, ωB97M-V/def2-TZVPD

The geometry in XYZ format:
```
72
C40H26N4PbS ωB97M-V/def2-TZVPD
Pb 0.68715 0.32091 0.29381
C 0.10264 -0.16468 4.86750
C 1.35948 -0.54127 5.32124
C 2.40661 -0.64608 4.42535
C 2.20425 -0.38466 3.06689
C 0.93488 -0.01558 2.58276
C -0.09232 0.08917 3.51780
C 3.32110 -0.48834 2.10704
C 4.67853 -0.35970 2.50665
C 5.66810 -0.38867 1.57325
C 5.34638 -0.56738 0.20787
C 6.30654 -0.60399 -0.82561
C 5.91886 -0.78074 -2.12453
C 4.55635 -0.94394 -2.44314
C 3.60517 -0.91646 -1.46185
C 3.97576 -0.70677 -0.11420
N 3.00486 -0.65005 0.83753
H -0.72231 -0.07445 5.56431
H 1.51985 -0.75602 6.37028
H 3.37768 -0.96400 4.78658
H -1.08044 0.38318 3.17719
H 4.91772 -0.20665 3.54883
H 6.70647 -0.27016 1.86047
H 7.35386 -0.49335 -0.56995
H 6.65739 -0.80291 -2.91529
H 4.26794 -1.09232 -3.47621
H 2.55332 -1.05270 -1.67887
C 0.15067 -0.32228 -5.06901
C 0.55487 -0.84873 -3.83126
N -0.24251 -0.98920 -2.80083
C -1.53503 -0.61111 -2.93032
C -2.04760 -0.08310 -4.14143
C -1.15242 0.05828 -5.22053
C -3.41568 0.26347 -4.23030
C -4.22425 0.10869 -3.14783
C -3.75885 -0.38413 -1.90456
C -4.73281 -0.46283 -0.81982
C -4.52052 -0.42399 0.49883
C -3.14288 -0.25817 1.09659
N -1.95606 -1.48124 -0.73225
C -2.41599 -0.79025 -1.79696
H 0.86393 -0.23315 -5.87742
H 1.58123 -1.17465 -3.69265
H -1.51535 0.45991 -6.15910
H -3.80260 0.64758 -5.16625
H -5.26916 0.38675 -3.22594
H -5.76827 -0.49976 -1.14677
H -5.36001 -0.49104 1.17996
H -3.21161 -0.30887 2.18805
S -3.80322 2.38521 0.46536
C -2.53747 3.56807 0.50702
C -2.61580 4.94594 0.34233
C -1.45076 5.68070 0.43612
C -0.22907 5.05637 0.70070
C -0.14759 3.68837 0.85996
C -1.31228 2.92792 0.74571
N -1.41124 1.55010 0.88390
C -2.62519 1.12676 0.79556
C -2.31851 -1.47653 0.63667
C -2.84973 -2.73805 1.18351
C -2.17306 -3.88869 1.06966
C -0.80825 -3.91754 0.59477
C -0.15757 -2.78893 0.27757
C -0.82393 -1.47459 0.16725
H -3.56710 5.42478 0.15005
H -1.48366 6.75548 0.31397
H 0.66781 5.65553 0.78686
H 0.79217 3.20538 1.08947
H -3.80544 -2.70060 1.69556
H -2.60195 -4.80835 1.44851
H -0.27298 -4.85913 0.63325
H 0.91993 -2.80280 0.14038
```

Properties
Max |F|   0.5 eV Å⁻¹
Energy   -63943.924 eV
Energy above the lowest of the compared OMol25 structures with the same formula, charge and spin   196.3 kJ/mol


Molecular formula: C8H22ClFN3O6S2
Method: DFT, ωB97M-V/def2-TZVPD

The geometry in XYZ format:
```
43
C8H22ClFN3O6S2 ωB97M-V/def2-TZVPD
O 8.18695 0.04545 -3.01791
S 7.90657 1.14648 -3.84307
O 8.76555 2.24491 -3.73749
F 8.10485 0.63625 -5.29787
N 6.43656 1.70227 -3.81204
S 5.30898 0.57008 -3.73852
O 5.32614 -0.26058 -2.59918
O 5.07911 -0.08853 -4.96830
Cl 3.68381 1.81568 -3.45375
C -1.42611 0.32175 -1.39848
C 0.01140 0.41530 -0.89411
C 0.15160 1.23667 0.39547
O 0.06115 2.64004 0.23102
C -1.25202 3.14819 0.12019
N 0.86396 0.91740 -1.97184
H -1.74802 1.22920 -1.90919
H -1.51755 -0.49190 -2.11942
H -2.12069 0.12612 -0.57855
H 0.34118 -0.60161 -0.65636
H 1.15180 1.05823 0.79909
H -0.56724 0.89873 1.15575
H -1.95778 2.58261 0.73792
H -1.59336 3.14908 -0.91787
H -1.23528 4.18290 0.46496
H 1.83725 0.86916 -1.68181
H 0.68514 1.91474 -2.06834
C -2.87319 -3.04494 3.74112
C -3.20662 -2.88804 2.26029
C -2.42881 -1.76354 1.56318
O -2.88797 -0.45655 1.85544
C -2.44263 0.08213 3.08603
N -4.65703 -2.72501 2.11700
H -3.36007 -2.28588 4.35300
H -3.21923 -4.01397 4.10091
H -1.79660 -2.98758 3.91327
H -2.92269 -3.82039 1.76315
H -2.56182 -1.88258 0.48478
H -1.35064 -1.84393 1.75846
H -1.42640 -0.24475 3.32547
H -3.11760 -0.18229 3.90364
H -2.44499 1.16830 2.99093
H -4.89739 -2.73968 1.12935
H -4.89026 -1.77990 2.41370
```

Properties
Max |F|   2.5 eV Å⁻¹
Energy   -62319.240 eV
Net charge   -1